(1)
ORCA calculation (wB97M-V/def2-TZVPD) on 2 unconnected molecules or ions with the total composition C3H8NO.

The value obtained for the energy relative to the best compared isomer or geometry (same formula, charge and spin) is 6.965 eV. Its total charge is +1. The calculation puts the calculated total energy at -6764.204 eV.

Geometry (Å):
C: -0.2251 -0.1691 -0.3696
C: -0.1868 1.9309 1.0399
C: 0.3375 1.0932 -0.0762
N: 0.2476 -2.7198 -0.8286
O: 0.9052 -1.6163 -0.9933
H: -1.0857 -0.5887 0.1503
H: 0.6526 1.9133 1.7875
H: -1.0332 1.3114 1.4193
H: -0.5682 2.9744 0.7668
H: -0.3563 1.1779 -1.0908
H: 1.3048 1.2305 -0.2677
H: -0.3191 -3.2013 -1.5791
H: 0.3266 -3.3364 0.0415

natural (NBO) charges, unit e, in atom order: 0.234, -0.630, -0.378, -0.351, -0.237, 0.210, 0.264, 0.222, 0.275, 0.345, 0.269, 0.390, 0.387

(2)
ORCA calculation (wB97M-V/def2-TZVPD) on a molecular structure, C36H43IrN7OSe2.

The expectation value of S² is 0.75. The value obtained for the energy relative to the best compared isomer or geometry (same formula, charge and spin) is 2.451 eV. Its total charge is +2. The calculation puts the calculated total energy at -184023.670 eV. The spin multiplicity is 2.

Geometry (Å):
Ir: 0.5249 -0.4737 -1.6550
C: 3.5733 -2.4410 4.1599
C: 2.5933 -2.1959 3.0501
C: 1.2700 -1.8873 3.2999
C: 0.3916 -1.6036 2.2582
C: 0.7563 -1.7957 0.9029
N: -0.1208 -1.6997 -0.1518
C: -1.3376 -2.3856 -0.0544
C: -1.4961 -3.3784 0.9337
C: -2.6752 -4.0585 1.1362
C: -3.7801 -3.8397 0.3183
C: -5.0618 -4.6033 0.4959
C: -3.6046 -2.9603 -0.7331
C: -2.4217 -2.2476 -0.9366
N: -2.3598 -1.4778 -2.1392
C: -3.4122 -1.0102 -2.8445
C: -2.9500 -0.5865 -4.0671
C: -1.5788 -0.8359 -4.0199
N: -1.2186 -1.3609 -2.8538
C: 2.1079 -2.1345 0.6667
C: 3.0020 -2.2831 1.7058
N: 2.5203 -2.4625 -0.6555
C: 3.4604 -3.3674 -1.0089
C: 3.6391 -3.2867 -2.3666
C: 2.7500 -2.2953 -2.7857
N: 2.0854 -1.7913 -1.7517
H: 3.0596 -2.6449 5.0976
H: 4.2132 -1.5699 4.3119
H: 4.2225 -3.2872 3.9349
H: 0.9189 -1.8195 4.3222
H: -0.6456 -1.3839 2.4751
H: -0.6505 -3.6311 1.5570
H: -2.7261 -4.8022 1.9219
H: -5.2052 -4.8908 1.5362
H: -5.0534 -5.5181 -0.0997
H: -5.9234 -4.0145 0.1836
H: -4.4017 -2.8676 -1.4584
H: -4.4126 -1.0330 -2.4501
H: -3.5276 -0.1834 -4.8799
H: -0.8375 -0.6755 -4.7752
H: 4.0335 -2.5337 1.4846
H: 3.9075 -4.0152 -0.2749
H: 4.2979 -3.8790 -2.9755
H: 2.5504 -1.9439 -3.7831
C: 1.1889 0.7774 -5.1951
Se: 1.7397 0.9856 -3.3435
C: 1.1354 2.8449 -3.1862
C: 2.1494 3.7499 -2.5106
Se: 2.7162 3.2141 -0.7246
C: 1.4052 4.2435 0.2814
H: 0.1680 1.1145 -5.3437
H: 1.2938 -0.2693 -5.4715
H: 1.8738 1.3775 -5.7887
H: 0.1668 2.8385 -2.6908
H: 1.0002 3.1833 -4.2145
H: 1.7291 4.7505 -2.4117
H: 3.0557 3.8327 -3.1073
H: 1.4162 5.2725 -0.0682
H: 1.7102 4.2261 1.3254
H: 0.4081 3.8163 0.1841
C: 1.1710 0.7796 1.7155
C: 2.2290 1.1992 2.5184
C: 3.5413 1.2174 1.9888
C: 4.6002 1.6326 2.7706
C: 4.3690 2.0155 4.0871
C: 3.0808 1.9951 4.6354
C: 2.0199 1.5955 3.8620
H: 0.1408 0.8797 2.0340
H: 1.3562 0.5505 0.6773
H: 3.6927 0.9373 0.9545
H: 5.6017 1.6685 2.3641
H: 5.1990 2.3458 4.6986
H: 2.9283 2.3001 5.6614
H: 1.0165 1.5715 4.2704
N: -0.9525 0.8900 -1.2814
C: -1.8809 1.4985 -0.9587
N: -2.9263 2.1799 -0.5927
C: -2.9713 3.6514 -0.6194
C: -3.3242 4.1482 0.7731
O: -4.5133 3.5418 1.2321
C: -4.3857 2.1401 1.3441
C: -4.1101 1.5189 -0.0145
H: -3.7376 3.9575 -1.3343
H: -2.0064 4.0346 -0.9490
H: -3.4998 5.2222 0.7567
H: -2.4987 3.9349 1.4672
H: -5.3226 1.7642 1.7507
H: -3.5726 1.8896 2.0401
H: -4.9563 1.6901 -0.6835
H: -3.9212 0.4479 0.0647

Mulliken charges, unit e, in atom order: 1.318, -1.585, 0.680, -1.465, 0.246, -0.900, -0.476, 1.775, -0.927, -1.197, -0.019, -1.626, -0.431, -0.109, 0.805, -0.073, -1.446, -0.476, -0.801, 0.690, -0.626, 0.546, -0.154, -1.252, 0.049, -0.485, 0.412, 0.274, 0.393, 0.456, 0.827, 0.431, 0.444, 0.415, 0.311, 0.393, 0.581, 0.426, 0.500, 0.765, 0.628, 0.519, 0.458, 0.372, -1.308, 0.098, -0.121, -1.123, 0.108, -0.641, 0.422, 0.430, 0.431, -0.165, 0.547, 0.502, 0.452, 0.445, 0.316, -0.098, -0.564, 1.178, -0.185, -1.187, -0.382, -0.785, -0.623, 0.597, -0.286, 0.735, 0.492, 0.469, 0.470, 0.506, 0.157, 0.292, -0.011, -0.499, -0.550, -0.365, -0.644, -0.237, 0.314, 0.353, 0.405, 0.272, 0.368, 0.290, 0.273, 0.182

(3)
ORCA calculation (wB97M-V/def2-TZVPD) on C3HNO3S in the gas phase.

The expectation value of S² is 2.02. The value obtained for the energy relative to the best compared isomer or geometry (same formula, charge and spin) is 0.000 eV. The calculation puts the calculated total energy at -21590.696 eV. The spin multiplicity is 3.

Geometry (Å):
C: 0.5899 1.0553 0.1460
C: -0.9115 0.7494 0.0434
C: 1.3847 -0.9216 0.0592
N: -1.1548 -0.5819 -0.0144
O: 1.3683 1.9088 -0.0003
O: -1.7328 1.6487 0.0020
O: 2.5322 -1.1975 0.0600
S: 0.0054 -1.9201 0.0374
H: -2.0815 -0.7411 -0.3331

natural (NBO) charges, unit e, in atom order: 0.369, 0.511, 0.261, -0.757, -0.398, -0.550, -0.418, 0.554, 0.428

(4)
ORCA calculation (wB97M-V/def2-TZVPD) on 15 unconnected molecules or ions with the total composition C3H36NO16.

The value obtained for the energy relative to the best compared isomer or geometry (same formula, charge and spin) is 4.119 eV. Its total charge is +1. The calculation puts the calculated total energy at -37939.617 eV.

Geometry (Å):
O: 0.3151 -0.3861 -2.9371
C: -0.2360 -0.5132 -1.7336
C: -0.7805 0.9207 -1.3820
N: -0.7858 1.0583 0.1243
C: -0.5026 2.3967 0.6748
O: -0.4394 -1.4888 -1.0712
H: 0.5622 -1.1103 -3.5342
H: -1.6479 1.2865 -1.9234
H: 0.1222 1.4800 -1.6805
H: -1.7080 0.7447 0.4462
H: -0.0213 0.4712 0.4653
H: 0.1855 2.4597 1.5417
H: -1.4018 2.9648 0.9504
H: 0.1699 3.1467 0.2056
H: -3.7889 -2.1881 1.1224
H: -2.2932 -2.9161 0.9995
O: -2.8410 -2.1634 1.2257
H: 2.1494 -0.1731 -1.3808
H: 2.4610 0.7925 -0.2050
O: 1.7325 0.5236 -0.8593
H: -1.6375 4.0079 -1.5881
H: -2.4958 3.5577 -2.8098
O: -2.4067 4.2237 -2.1247
H: -2.1344 0.9533 -4.5935
H: -0.6677 1.5919 -4.6148
O: -1.3961 1.2775 -4.0653
H: 1.6529 -3.6067 -2.5602
H: 0.3214 -3.0810 -2.1897
O: 0.9523 -3.0555 -2.9265
H: 4.0673 2.3450 0.0217
H: 4.3598 1.1183 0.7967
O: 3.8844 1.3929 -0.0042
H: -0.6548 -1.9959 3.1258
H: -0.2520 -2.8445 4.3652
O: 0.0546 -2.5341 3.5069
H: 0.9066 1.9143 -3.5304
H: 2.2952 2.6142 -3.8638
O: 1.3459 2.7223 -3.8068
H: 0.0147 -0.2738 2.5136
H: 1.3175 -0.9415 1.9857
O: 0.9556 -0.1294 2.3781
H: -4.0754 1.3018 1.4884
H: -3.9388 2.4932 2.4092
O: -3.5021 1.6627 2.1894
H: -1.9424 0.3589 4.4858
H: -2.4756 0.2331 2.9672
O: -1.8304 -0.0519 3.6292
H: 2.9620 -3.2467 1.7469
H: 1.6006 -3.6636 1.2083
O: 2.2172 -2.9015 1.2462
H: 3.1913 2.2329 3.5250
H: 2.3151 1.1908 2.6540
O: 2.9911 1.8905 2.6510
H: -0.6533 -5.0360 1.9603
H: 0.0595 -3.6797 2.3713
O: -0.0102 -4.3768 1.6632

natural (NBO) charges, unit e, in atom order: -0.723, 0.850, -0.363, -0.541, -0.496, -0.609, 0.553, 0.273, 0.274, 0.443, 0.494, 0.268, 0.239, 0.257, 0.493, 0.509, -1.001, 0.491, 0.518, -1.029, 0.463, 0.479, -0.938, 0.494, 0.498, -0.982, 0.484, 0.491, -0.974, 0.496, 0.502, -0.939, 0.497, 0.496, -0.941, 0.472, 0.487, -0.955, 0.490, 0.518, -0.993, 0.483, 0.501, -0.970, 0.497, 0.506, -1.002, 0.475, 0.503, -0.987, 0.485, 0.507, -1.002, 0.484, 0.498, -1.020

(5)
ORCA calculation (wB97M-V/def2-TZVPD) on 2 unconnected molecules or ions with the total composition FHN2O3.

The value obtained for the energy relative to the best compared isomer or geometry (same formula, charge and spin) is 4.866 eV. The calculation puts the calculated total energy at -11845.879 eV.

Geometry (Å):
N: 0.9264 0.5337 0.0056
N: -0.4643 0.1835 -0.4370
O: 1.0468 1.0517 1.0607
O: 1.7094 0.2532 -0.8531
O: -1.5698 0.1219 0.2911
F: 0.5966 -1.8970 0.3017
H: -2.2451 -0.2470 -0.3690

natural (NBO) charges, unit e, in atom order: 0.614, 0.253, -0.282, -0.232, -0.342, -0.545, 0.535

(6)
ORCA calculation (wB97M-V/def2-TZVPD) on a molecular structure, C4H8N2OS.

The value obtained for the energy relative to the best compared isomer or geometry (same formula, charge and spin) is 6.478 eV. The calculation puts the calculated total energy at -20134.356 eV.

Geometry (Å):
C: 3.1235 0.7098 0.7243
C: -0.4085 0.4369 1.3225
C: -0.7064 0.0539 -0.2155
C: 0.5596 0.0482 -0.9812
N: 3.3588 1.8161 0.5831
N: 2.4430 -1.0580 0.8559
O: 1.0881 -2.6283 -0.4068
S: 1.6418 -1.3292 -0.4785
H: 0.2602 -0.2869 1.9116
H: 0.2375 1.3284 1.2293
H: -1.3153 0.6224 1.9709
H: -1.2228 0.9295 -0.7721
H: -1.3322 -0.8952 -0.3977
H: 0.3983 -0.2062 -2.0631
H: 1.1571 0.8473 -0.7554
H: 2.6303 -1.2328 -1.7402

natural (NBO) charges, unit e, in atom order: 0.342, -0.638, -0.429, -0.597, -0.423, -0.799, -0.880, 1.800, 0.241, 0.212, 0.229, 0.229, 0.234, 0.246, 0.251, -0.018

Question: What is the calculated total energy in the fourth record?
Answer: -37939.617 eV